A structure of composition C27H58NO13. Source: the OMol25 dataset; level of theory: ωB97M-V/def2-TZVPD.

Calculated values
* largest force on an atom: 16.3 eV/Å
* orbital gap: 10.1969 eV
* net charge: +1

Structure (XYZ):
```
99
C27H58NO13 ωB97M-V/def2-TZVPD
N 0.127 0.252 0.750
H 0.305 -0.337 1.637
H 0.651 0.106 0.127
H 0.340 1.098 1.041
H -0.810 0.100 0.405
O -2.643 -1.178 -0.454
C -3.025 -1.660 -1.579
O -3.859 -2.785 -1.523
C -3.853 -3.711 -0.443
C -4.982 -4.838 -0.693
C -2.764 -1.212 -2.940
H -4.007 -3.198 0.647
H -2.901 -4.049 -0.401
H -4.945 -5.160 -1.707
H -6.056 -4.311 -0.888
H -5.034 -5.657 -0.058
H -2.142 -0.334 -2.862
H -3.669 -0.814 -3.478
H -2.295 -2.014 -3.540
O -0.114 6.026 -0.719
C 0.323 4.909 -1.038
O 1.279 4.553 -1.935
C 2.084 5.484 -2.626
C 2.502 4.978 -3.980
C -0.361 3.711 -0.426
H 2.950 5.746 -2.001
H 1.367 6.332 -2.829
H 1.595 4.589 -4.418
H 3.220 4.019 -3.864
H 2.870 5.798 -4.646
H -0.043 2.813 -0.995
H -1.361 3.807 -0.654
H -0.349 3.608 0.647
O 0.290 -2.511 -0.416
C 0.213 -3.621 -0.921
O -0.399 -4.670 -0.381
C -0.619 -4.730 1.060
C -1.228 -6.136 1.299
C 0.557 -3.693 -2.334
H -1.404 -4.047 1.284
H 0.421 -4.544 1.547
H -0.686 -7.005 0.880
H -2.009 -6.283 0.702
H -1.577 -6.224 2.278
H -0.115 -4.238 -2.924
H 1.582 -4.494 -2.319
H 1.167 -2.836 -3.010
O 0.506 -0.557 2.834
C 1.131 -0.071 3.769
O 2.444 -0.070 3.900
C 3.158 -0.866 2.940
C 4.608 -0.638 3.353
C 0.507 0.476 5.063
H 3.133 -0.528 1.975
H 2.936 -1.885 2.921
H 5.238 -0.931 2.520
H 5.006 -1.135 4.374
H 4.887 0.489 3.559
H -0.259 1.285 4.871
H 0.906 1.392 5.475
H 0.084 -0.363 5.828
O 1.651 1.259 -0.133
C 2.738 1.847 0.030
O 3.771 1.534 -0.696
C 3.925 0.430 -1.505
C 5.159 0.561 -2.217
C 3.077 3.035 0.965
H 3.140 0.205 -2.277
H 3.801 -0.381 -0.718
H 6.003 0.707 -1.773
H 5.288 1.383 -2.818
H 5.457 -0.379 -2.702
H 3.696 2.967 1.788
H 2.070 3.145 1.304
H 3.484 3.959 0.544
O -2.109 -0.270 2.817
C -2.849 0.455 3.434
O -4.096 0.409 3.446
C -4.751 -0.637 2.719
C -6.202 -0.157 2.655
C -2.266 1.736 4.039
H -4.743 -1.600 3.219
H -4.228 -0.844 1.799
H -6.363 0.604 1.907
H -6.652 -0.091 3.606
H -6.564 -0.970 2.129
H -2.576 2.664 3.555
H -1.151 1.675 4.090
H -2.598 1.855 5.028
C -0.031 1.301 -4.641
C 0.764 1.311 -3.385
O 0.471 0.583 -2.376
C 1.846 2.232 -3.375
H 0.657 1.013 -5.406
H -0.482 2.200 -4.980
H -0.774 0.547 -4.604
H 2.164 2.445 -2.334
H 1.787 3.165 -3.901
H 2.610 1.865 -3.917
```